No. 1
{
  "formula": "C48H43IrN3O2P2",
  "method": "the ωB97M-V functional and the def2-TZVPD basis",
  "charge": 1,
  "de_lowest_ev": 0.356,
  "orbital_gap_ev": 6.410,
  "homo_energy_ev": -10.17,
  "elements": ["Ir", "C", "N", "C", "P", "C", "C", "C", "C", "C", "C", "C", "C", "C", "C", "C", "C", "C", "C", "C", "C", "C", "C", "P", "C", "C", "C", "C", "C", "C", "C", "C", "C", "C", "C", "C", "H", "H", "H", "H", "H", "H", "H", "H", "H", "H", "H", "H", "H", "H", "H", "H", "H", "H", "H", "H", "H", "H", "H", "H", "H", "H", "H", "H", "H", "N", "C", "C", "C", "C", "C", "C", "C", "C", "C", "C", "C", "C", "H", "H", "H", "H", "H", "H", "H", "H", "H", "H", "O", "C", "C", "C", "C", "O", "N", "H", "H", "H", "H"],
  "xyz": [[0.14876, 1.06471, 0.08762], [0.75555, -2.43976, -0.35670], [-0.57989, -2.92103, -0.13457], [-1.56980, -2.02820, 0.42253], [-1.65800, -0.31692, -0.32857], [-1.46551, -0.73317, -2.09433], [-2.06305, -1.88639, -2.60713], [-1.84237, -2.27291, -3.91913], [-1.01155, -1.51913, -4.73671], [-0.40890, -0.37291, -4.24098], [-0.63833, 0.01720, -2.92939], [-3.39554, 0.19323, -0.09911], [-3.75307, 0.96535, 1.00333], [-5.06845, 1.36131, 1.18674], [-6.04081, 1.00112, 0.26679], [-5.68992, 0.25202, -0.84652], [-4.37589, -0.14682, -1.03283], [-0.94920, -4.11612, -0.77408], [-2.11158, -4.79647, -0.39163], [-2.48225, -5.96784, -1.02872], [-1.69901, -6.50694, -2.04039], [-0.53154, -5.85590, -2.39969], [-0.15552, -4.67168, -1.78066], [1.32043, -0.95530, 0.58305], [1.54780, -1.45238, 2.29784], [2.12876, -0.53657, 3.17791], [2.29739, -0.86717, 4.51205], [1.86651, -2.10391, 4.97809], [1.27597, -3.00950, 4.10980], [1.11759, -2.68907, 2.76846], [3.00064, -0.90519, -0.13730], [3.12365, -0.66720, -1.51082], [4.37080, -0.62416, -2.11119], [5.51524, -0.81394, -1.34620], [5.40407, -1.05423, 0.01349], [4.15337, -1.10471, 0.61759], [0.92564, -2.13182, -1.39971], [1.48227, -3.23404, -0.15058], [-1.41890, -1.87142, 1.48492], [-2.56214, -2.45803, 0.30784], [-2.69505, -2.50364, -1.98211], [-2.31023, -3.17263, -4.29609], [-0.83729, -1.82336, -5.76022], [0.22690, 0.22811, -4.87795], [-0.20044, 0.94599, -2.57730], [-3.00481, 1.27794, 1.71033], [-5.33058, 1.96161, 2.04772], [-7.06649, 1.31417, 0.40915], [-6.43794, -0.01676, -1.58039], [-4.12121, -0.70497, -1.92234], [-2.71652, -4.42812, 0.42581], [-3.38518, -6.47517, -0.71475], [-1.98902, -7.42704, -2.52811], [0.09921, -6.26473, -3.17850], [0.75052, -4.18083, -2.10583], [2.45786, 0.43337, 2.81706], [2.76288, -0.16251, 5.18915], [1.99173, -2.35971, 6.02187], [0.93724, -3.96964, 4.47486], [0.64470, -3.39743, 2.09892], [2.23746, -0.51832, -2.12218], [4.45090, -0.44443, -3.17514], [6.49026, -0.77876, -1.81316], [6.29201, -1.21168, 0.61094], [4.08206, -1.30587, 1.67765], [2.03773, 2.03557, -0.38033], [2.34362, 3.42563, -0.14658], [3.57127, 3.76620, 0.38970], [3.84240, 5.08845, 0.69289], [2.87132, 6.05011, 0.45610], [1.65697, 5.68886, -0.10230], [1.36975, 4.36367, -0.43274], [0.08047, 3.99506, -1.06874], [-0.41813, 4.94827, -1.96576], [-1.64342, 4.81450, -2.58792], [-2.40579, 3.69303, -2.31429], [-1.90362, 2.72846, -1.45914], [-0.65240, 2.79681, -0.82311], [2.81004, 1.46438, -0.04841], [2.02961, 1.89008, -1.39359], [4.30385, 2.99255, 0.59470], [4.79438, 5.36209, 1.12679], [3.05669, 7.08468, 0.71088], [0.90333, 6.44892, -0.25711], [0.18663, 5.81616, -2.19216], [-1.99263, 5.57688, -3.27167], [-3.37959, 3.55571, -2.76646], [-2.54062, 1.87432, -1.30151], [1.34673, 2.99513, 2.23015], [0.51380, 2.29329, 2.74346], [0.11095, 2.34965, 4.19819], [-0.80947, 1.15745, 4.37038], [-0.94998, 0.57729, 2.98130], [-1.66637, -0.36545, 2.72311], [-0.18651, 1.28363, 2.08020], [-0.37483, 3.30845, 4.37927], [1.01148, 2.32155, 4.80996], [-1.80473, 1.40206, 4.73937], [-0.40513, 0.37688, 5.01490]],
  "forces_ev_per_angstrom": [[-0.41, -0.21, -0.22], [0.08, 0.03, 0.00], [0.03, 0.08, -0.02], [0.00, -0.05, 0.02], [-0.07, -0.02, 0.22], [-0.02, -0.05, 0.02], [0.05, 0.03, -0.04], [0.01, -0.01, 0.02], [0.00, 0.00, -0.01], [0.02, 0.01, -0.02], [0.01, 0.02, 0.04], [-0.01, -0.04, 0.03], [-0.03, 0.05, -0.04], [0.02, 0.00, 0.01], [0.00, -0.01, -0.01], [-0.02, 0.01, 0.00], [0.05, -0.07, 0.02], [-0.01, -0.05, 0.07], [0.02, 0.03, -0.01], [-0.01, -0.01, 0.00], [0.00, -0.02, -0.01], [-0.01, 0.00, 0.00], [0.00, 0.02, 0.02], [0.03, -0.10, -0.14], [-0.05, 0.01, 0.03], [0.00, 0.00, 0.01], [0.00, 0.00, -0.01], [-0.01, -0.01, 0.01], [0.01, 0.00, 0.02], [0.00, 0.01, 0.01], [0.03, -0.06, 0.03], [-0.02, 0.02, 0.01], [0.00, 0.01, -0.01], [0.00, 0.00, 0.00], [-0.01, 0.00, 0.00], [-0.01, 0.03, 0.00], [-0.04, -0.02, -0.02], [0.00, 0.01, 0.00], [-0.03, -0.01, 0.04], [0.00, 0.03, -0.06], [0.00, 0.00, -0.02], [0.00, 0.00, 0.00], [0.00, 0.00, 0.00], [0.00, 0.00, 0.00], [0.00, 0.04, -0.01], [0.05, 0.01, 0.03], [0.00, 0.00, 0.00], [0.00, 0.00, 0.00], [0.00, 0.00, 0.00], [-0.01, 0.00, 0.00], [-0.01, -0.02, 0.00], [0.00, 0.00, 0.00], [0.00, 0.00, 0.00], [0.00, 0.00, 0.00], [0.00, -0.01, -0.01], [0.01, -0.01, 0.00], [0.00, 0.00, 0.00], [0.00, 0.00, 0.00], [0.00, 0.00, 0.00], [0.00, -0.01, 0.00], [0.00, 0.00, -0.01], [0.00, 0.00, 0.00], [0.00, 0.00, 0.00], [0.00, 0.00, 0.00], [0.01, -0.01, 0.00], [0.19, -0.05, -0.04], [-0.03, 0.02, 0.07], [0.05, -0.01, -0.03], [0.00, -0.02, -0.01], [-0.02, -0.01, -0.02], [0.02, 0.05, 0.01], [-0.02, 0.03, 0.05], [-0.05, -0.02, -0.02], [0.01, 0.00, -0.01], [-0.02, -0.03, 0.00], [0.05, 0.04, 0.00], [-0.08, -0.12, 0.01], [0.02, 0.11, 0.24], [0.05, 0.04, 0.04], [0.07, -0.02, -0.03], [0.00, 0.00, 0.00], [0.00, 0.00, 0.00], [0.00, 0.00, 0.01], [-0.01, -0.01, -0.01], [0.01, 0.00, 0.02], [0.00, 0.00, -0.01], [0.00, 0.00, 0.00], [0.02, 0.03, 0.00], [0.07, -0.03, -0.02], [0.00, -0.06, 0.05], [-0.02, 0.01, -0.03], [-0.01, -0.02, -0.01], [-0.16, -0.08, -0.06], [0.00, -0.02, -0.15], [0.25, 0.49, -0.11], [0.00, 0.00, 0.01], [0.00, -0.01, 0.00], [0.01, 0.00, 0.00], [0.01, 0.01, 0.01]]
}

No. 2
{
  "formula": "C48H44N4NiO2P2",
  "method": "the ωB97M-V functional and the def2-TZVPD basis",
  "spin_multiplicity": 3,
  "orbital_gap_ev": [7.807, 6.602],
  "homo_energy_ev": [-7.55, -8.07],
  "elements": ["Ni", "C", "C", "C", "C", "C", "C", "C", "C", "N", "C", "O", "C", "C", "C", "C", "C", "N", "C", "O", "N", "C", "C", "C", "C", "C", "C", "C", "C", "H", "H", "H", "H", "H", "H", "H", "H", "H", "H", "H", "H", "H", "H", "H", "H", "H", "H", "H", "H", "H", "C", "N", "P", "C", "C", "C", "C", "C", "C", "C", "C", "C", "C", "C", "C", "P", "C", "C", "C", "C", "C", "C", "C", "C", "C", "C", "C", "C", "H", "H", "H", "H", "H", "H", "H", "H", "H", "H", "H", "H", "H", "H", "H", "H", "H", "H", "H", "H", "H", "H", "H"],
  "xyz": [[-0.11269, -0.57792, -0.20863], [-4.29405, -0.59213, -1.95066], [-4.08843, -1.49734, -0.77086], [-4.98710, -2.53040, -0.54627], [-4.75487, -3.48692, 0.42859], [-3.60668, -3.40237, 1.19218], [-2.71228, -2.34263, 1.04531], [-1.57048, -2.33348, 2.05442], [-2.96206, -1.37024, 0.06684], [-2.03791, -0.32127, -0.13979], [-2.46604, 0.95920, -0.05865], [-3.59073, 1.37595, 0.19812], [-1.31644, 1.92375, -0.23831], [-1.39497, 3.30194, -0.29279], [-0.20619, 4.01740, -0.38534], [1.01810, 3.35548, -0.42104], [1.00905, 1.97540, -0.37493], [-0.13827, 1.31965, -0.29142], [2.20712, 1.05545, -0.43852], [3.33836, 1.51039, -0.56081], [1.82726, -0.23450, -0.35942], [2.83934, -1.21633, -0.52671], [3.20809, -1.59975, -1.82323], [2.66141, -0.85647, -3.00829], [4.11848, -2.63601, -1.98582], [4.67544, -3.27393, -0.88686], [4.33953, -2.85648, 0.38954], [3.42654, -1.82439, 0.58369], [3.09668, -1.35373, 1.97266], [-4.91854, -1.08556, -2.69570], [-3.33696, -0.34253, -2.41471], [-4.76432, 0.34369, -1.64963], [-5.85846, -2.60916, -1.18665], [-5.44810, -4.30619, 0.57256], [-3.39970, -4.16507, 1.93594], [-1.17024, -3.35058, 2.06760], [-0.57914, -0.55330, 2.19358], [0.39454, -1.83476, 2.21476], [-2.36256, 3.78025, -0.24399], [-0.23482, 5.09904, -0.41974], [1.96446, 3.87386, -0.48792], [3.06881, 0.15710, -3.02899], [1.57465, -0.76513, -2.95046], [2.92834, -1.35640, -3.93943], [4.39636, -2.94290, -2.98766], [5.37413, -4.08896, -1.02780], [4.78765, -3.33742, 1.25218], [3.15834, -2.17310, 2.69296], [2.10570, -0.89938, 2.00825], [3.79699, -0.57522, 2.28631], [-2.10203, -2.00016, 3.45091], [-0.41917, -1.45239, 1.74051], [0.89274, 1.62366, 3.41559], [0.24872, 0.53043, 4.69828], [-0.87715, 0.75703, 5.50120], [-1.24932, -0.15918, 6.47118], [-0.50848, -1.31769, 6.66983], [0.62244, -1.55158, 5.89636], [0.99677, -0.63790, 4.92670], [-0.47724, 2.78634, 3.15430], [-0.18078, 4.15230, 3.16452], [-1.17432, 5.09525, 2.94634], [-2.47462, 4.68735, 2.68328], [-2.77895, 3.33315, 2.63150], [-1.78941, 2.39393, 2.87146], [-0.08504, -2.72301, -1.51342], [0.08090, -4.25615, -0.59650], [0.97518, -4.20942, 0.48420], [1.24426, -5.33604, 1.23986], [0.63046, -6.54250, 0.92646], [-0.22999, -6.61423, -0.16173], [-0.49781, -5.48846, -0.92296], [-1.41715, -2.95426, -2.70804], [-2.60703, -3.63998, -2.45094], [-3.58568, -3.73172, -3.42722], [-3.39907, -3.13197, -4.66534], [-2.23153, -2.42677, -4.92527], [-1.25024, -2.33609, -3.95207], [-1.29931, -2.03425, 4.19177], [-2.88464, -2.69642, 3.74939], [-2.53706, -0.99698, 3.45552], [-1.46423, 1.65534, 5.36788], [-2.12291, 0.03391, 7.08100], [-0.80469, -2.02848, 7.43037], [1.21394, -2.44495, 6.05311], [1.88445, -0.82024, 4.33091], [0.83605, 4.47461, 3.35876], [-0.93089, 6.15002, 2.97748], [-3.24860, 5.42270, 2.50339], [-3.77623, 3.00180, 2.37623], [-2.04422, 1.34097, 2.81782], [1.48132, -3.27677, 0.70323], [1.94262, -5.27683, 2.06556], [0.83550, -7.42689, 1.51571], [-0.68896, -7.55840, -0.42596], [-1.14832, -5.57312, -1.78236], [-2.78337, -4.06932, -1.47244], [-4.50819, -4.25580, -3.21078], [-4.16773, -3.20475, -5.42430], [-2.08723, -1.94836, -5.88532], [-0.33700, -1.78838, -4.15766]],
  "forces_ev_per_angstrom": [[0.11, -0.43, -0.31], [0.02, 0.05, 0.07], [0.02, 0.00, 0.02], [0.01, 0.01, 0.00], [-0.03, -0.02, -0.02], [0.01, -0.01, 0.00], [0.04, 0.04, 0.01], [-0.05, 0.03, -0.02], [-0.03, -0.05, -0.05], [-0.03, 0.08, 0.02], [0.05, -0.13, 0.10], [-0.03, 0.00, -0.08], [0.00, -0.05, -0.07], [0.02, 0.05, -0.06], [-0.01, -0.03, 0.02], [0.00, 0.04, -0.01], [0.07, -0.03, -0.03], [-0.14, 0.12, 0.04], [0.01, -0.04, 0.06], [-0.01, 0.02, -0.03], [-0.06, -0.05, 0.05], [-0.01, 0.01, -0.02], [0.01, 0.02, -0.02], [0.02, 0.00, 0.02], [-0.02, -0.01, 0.01], [-0.01, 0.00, 0.01], [0.00, -0.01, -0.02], [0.03, 0.03, 0.02], [0.02, 0.05, -0.02], [0.00, 0.03, 0.02], [-0.01, -0.01, 0.00], [0.00, 0.03, 0.00], [0.00, 0.00, 0.01], [0.00, 0.01, 0.00], [0.00, 0.01, 0.00], [0.01, 0.00, -0.02], [0.03, -0.02, 0.00], [-0.05, 0.01, -0.07], [0.02, -0.01, -0.01], [0.01, 0.00, 0.00], [-0.01, 0.00, 0.00], [-0.01, 0.00, -0.01], [0.02, 0.00, -0.01], [-0.01, 0.00, 0.00], [0.00, 0.00, 0.00], [0.01, 0.02, 0.00], [0.00, 0.01, 0.01], [0.00, 0.00, 0.01], [0.12, 0.00, -0.02], [0.00, 0.00, 0.02], [-0.01, -0.02, -0.01], [-0.04, -0.02, 0.07], [-0.06, 0.02, 0.03], [0.04, -0.07, -0.07], [-0.02, -0.01, -0.02], [0.00, -0.01, 0.02], [0.04, 0.03, 0.03], [0.04, 0.03, 0.04], [0.02, 0.02, 0.03], [0.00, 0.06, 0.04], [0.01, -0.01, 0.00], [0.01, 0.02, -0.03], [0.00, -0.02, 0.02], [-0.03, 0.03, 0.06], [0.02, -0.03, 0.06], [0.02, 0.33, 0.17], [0.04, -0.04, 0.00], [-0.04, 0.05, 0.00], [-0.01, -0.01, 0.00], [0.00, 0.02, -0.01], [0.00, -0.01, 0.01], [-0.03, 0.00, -0.03], [-0.05, -0.05, 0.09], [0.02, 0.00, -0.01], [0.00, 0.00, -0.03], [0.01, -0.01, 0.01], [-0.02, 0.00, -0.01], [0.04, 0.01, 0.00], [-0.09, -0.01, -0.10], [-0.01, -0.01, 0.01], [0.00, 0.01, -0.02], [0.00, 0.03, -0.02], [0.00, 0.00, -0.01], [0.00, 0.00, -0.01], [0.00, 0.00, 0.00], [0.00, 0.01, 0.03], [-0.01, 0.01, 0.00], [0.00, -0.01, 0.00], [0.00, 0.00, 0.00], [0.00, -0.02, 0.00], [-0.01, -0.02, 0.02], [-0.04, -0.04, 0.01], [0.00, 0.00, -0.01], [0.00, 0.00, 0.00], [0.00, 0.00, 0.00], [0.01, 0.00, 0.01], [0.00, 0.00, -0.01], [0.00, 0.00, 0.00], [0.00, 0.00, 0.00], [0.01, 0.00, 0.01], [-0.01, 0.00, 0.01]]
}

Number 1: energy -80453.3136 eV. Number 2: energy -120168.1823 eV.